(1)
ORCA calculation (ωB97M-V/def2-TZVPD) on C2H6N2O2S in the gas phase at a distorted geometry.

```
13
Properties=species:S:1:pos:R:3:forces:R:3:nbo_charge:R:1
H 0.624 2.823 -1.026 2.303 -5.022 0.977 0.496
C 0.145 -0.063 0.151 0.453 -1.257 2.173 0.326
N -0.198 -0.549 -1.068 1.045 3.987 -2.652 -0.775
O 1.131 1.769 -0.943 -1.929 5.131 0.129 -0.770
O -0.935 -1.839 1.083 -0.262 1.218 4.262 -0.637
C 1.158 1.111 0.374 -0.468 0.270 -1.016 -0.106
H 0.031 0.413 -1.704 -0.783 -3.509 1.395 0.441
H 2.294 0.782 0.444 -2.645 0.491 0.415 0.223
H -1.363 -1.821 2.035 1.131 -0.520 -2.908 0.493
S -1.755 -1.265 -1.497 0.365 -1.957 1.950 0.084
H 0.700 1.699 1.300 1.514 -1.000 -2.084 0.230
H -1.692 -2.450 -0.423 -0.068 2.805 -2.669 0.227
N -0.140 -0.608 1.274 -0.656 -0.637 0.028 -0.232
```
Forces are in eV/Å.

**E_HOMO**: -8.090 eV
**HOMO-LUMO gap**: 8.26 eV
**Charge**: 0
**ΔE to the lowest compared entry with this formula, charge and spin**: 5.8447 eV
**Lowest unoccupied orbital energy**: 0.166 eV

---

(2)
ORCA calculation (ωB97M-V/def2-TZVPD) on C4H9O2P in the gas phase at a distorted geometry.

```
16
Properties=species:S:1:pos:R:3:forces:R:3:nbo_charge:R:1
H 1.883 2.149 -0.440 -0.211 -0.303 0.478 0.002
H 2.409 -1.605 1.120 0.440 1.964 1.661 0.478
H -1.686 0.822 -1.573 -0.351 -0.210 -1.434 0.194
C -2.290 -0.428 -0.079 2.050 3.730 -0.478 -0.635
H 2.856 1.851 1.246 3.154 0.269 1.019 -0.048
H -1.192 -0.934 -1.819 0.154 -1.230 -1.815 0.164
H -3.281 -0.302 -0.406 -1.258 -0.288 -0.976 0.217
O 2.421 -0.671 1.557 1.487 -4.276 0.038 -0.650
H -2.135 -1.322 0.367 0.377 -2.759 1.568 0.199
C 1.591 -0.009 0.803 -1.499 2.493 -1.657 0.007
C 0.737 -0.491 -0.070 -0.930 -0.655 -0.738 -0.027
P 1.599 1.793 0.927 -2.590 0.966 -0.930 0.296
O 0.023 0.392 -0.887 0.734 -1.334 1.436 -0.511
H 0.522 -1.563 -0.159 0.075 0.222 -0.286 0.162
H -2.195 0.416 0.621 0.157 -0.500 0.358 0.213
C -1.261 -0.098 -1.208 -1.788 1.911 1.756 -0.060
```
Forces are in eV/Å.

**E_HOMO**: -8.149 eV
**HOMO-LUMO gap**: 8.83 eV
**Charge**: 0
**ΔE to the lowest compared entry with this formula, charge and spin**: 4.3107 eV
**Lowest unoccupied orbital energy**: 0.677 eV

---

Question: Look up the E_HOMO of the first one.
Answer: -8.090 eV

---

Question: HOMO-LUMO gap of number 1 (C2H6N2O2S)?
Answer: 8.26 eV

---

Question: The highest ΔE to the lowest compared entry with this formula, charge and spin belongs to which entry?
Answer: C2H6N2O2S

---

Question: Which of these has the lowest ΔE to the lowest compared entry with this formula, charge and spin?
Answer: C4H9O2P